1.
C24H23N2O | the ωB97M-V functional and the def2-TZVPD basis

Values from the calculation:
Net charge = +1
2S+1 = 1
LUMO level = -4.8 eV
HOMO level = -9.94 eV
Relative energy (zero: lowest compared OMol25 entry of this formula, charge and spin) = 50.4 kcal/mol

Atoms and positions in Å:
C  4.2245  -0.2923  1.0459
N  2.8385  -0.7061  1.0264
C  1.7956  0.1431  0.8626
C  0.5728  -0.5784  0.9437
C  -0.7114  -0.0397  0.8806
C  -1.9180  -0.8288  0.9329
C  -2.1290  -1.9346  0.0686
C  -3.2607  -2.7380  0.1844
C  -4.2065  -2.4740  1.1835
C  -4.0411  -1.3653  2.0237
C  -2.9407  -0.5279  1.8693
C  0.9640  -1.9792  1.2196
C  0.3014  -3.1461  1.5794
C  1.0409  -4.3295  1.7879
C  2.4463  -4.3376  1.7116
C  3.1409  -3.1457  1.4408
C  2.3797  -2.0111  1.2131
H  4.8634  -1.1722  1.1031
H  4.4523  0.2837  0.1435
H  4.4362  0.3533  1.9059
H  1.9658  1.1987  0.6912
H  -0.7933  1.0416  0.9615
H  -1.3623  -2.1609  -0.6732
H  -3.3878  -3.5880  -0.4872
H  -5.0761  -3.1209  1.2948
H  -4.7682  -1.1551  2.8090
H  -2.8063  0.3507  2.5050
H  -0.7832  -3.1420  1.6826
H  0.5126  -5.2605  2.0086
H  3.0097  -5.2590  1.8800
H  4.2288  -3.0693  1.3988
C  -3.3810  2.5193  -0.7424
C  -2.1530  2.1916  -1.5689
C  -0.8900  2.4416  -0.9864
N  0.1550  2.8155  -1.8214
C  0.3806  2.2247  -3.0424
C  1.4776  2.5764  -3.8044
C  2.3943  3.5172  -3.3320
C  2.1353  4.1301  -2.0999
C  1.0321  3.7694  -1.3560
O  -2.2865  1.7342  -2.7274
H  -3.1956  2.4905  0.3393
H  -3.7092  3.5369  -1.0117
H  -4.1821  1.8152  -0.9962
H  -0.8122  2.8138  0.0396
H  -0.3701  1.5092  -3.3484
H  1.5785  2.0778  -4.7658
H  3.2815  3.7663  -3.9053
H  2.7910  4.8904  -1.6834
H  0.7649  4.1711  -0.3844

Here are the Löwdin charges for atoms 1 to 5, given in e: number 1, C, carries 0.017; number 2, N, carries -0.054; number 3, C, carries 0.080; number 4, C, carries -0.102; number 5, C, carries 0.100

=====

2.
C24H23N2OS5V | the ωB97M-V functional and the def2-TZVPD basis

Values from the calculation:
2S+1 = 3
LUMO level (alpha / beta) = -0.6 / -0.6 eV
HOMO level (alpha / beta) = -6.95 / -7.19 eV
Relative energy (zero: lowest compared OMol25 entry of this formula, charge and spin) = 12.8 kcal/mol

Atoms and positions in Å:
V  -0.4845  1.1732  -1.3046
S  1.1330  2.7024  -0.8873
C  0.6180  3.5468  0.5595
C  1.4538  4.4747  1.1811
C  1.0507  5.1104  2.3415
C  -0.1987  4.8342  2.8875
C  -1.0401  3.9263  2.2698
C  -0.6384  3.2688  1.1058
S  -1.7010  2.1170  0.3207
H  2.4221  4.6831  0.7423
H  1.7094  5.8159  2.8323
H  -0.5113  5.3222  3.8023
H  -2.0223  3.7120  2.6730
C  0.0477  3.1133  -4.4605
S  1.4549  2.1028  -3.9298
C  1.8497  1.4672  -5.5856
O  0.8691  0.9062  -3.2342
H  0.3762  3.7975  -5.2412
H  -0.3139  3.6599  -3.5921
H  -0.7258  2.4367  -4.8210
H  2.1219  2.2970  -6.2358
H  0.9784  0.9393  -5.9697
H  2.6913  0.7861  -5.4774
S  1.2693  -4.5577  0.8643
C  0.9596  -2.8944  0.3802
C  0.6189  -1.8741  1.2674
C  0.3271  -0.6242  0.7707
N  0.3206  -0.3458  -0.5438
C  0.6419  -1.3335  -1.3974
C  0.9778  -2.6008  -0.9833
C  1.9153  -4.3471  2.5099
C  3.0537  -3.5856  2.7397
C  3.5007  -3.4631  4.0460
N  2.9063  -4.0464  5.0828
C  1.8324  -4.7887  4.8451
C  1.2935  -4.9749  3.5781
H  0.5729  -2.0472  2.3318
H  0.0583  0.1875  1.4325
H  0.6448  -1.0738  -2.4469
H  1.2556  -3.3532  -1.7084
H  3.5721  -3.0968  1.9259
H  4.3821  -2.8724  4.2697
H  1.3689  -5.2481  5.7111
H  0.4115  -5.5809  3.4237
S  -2.1390  0.9044  -2.8382
C  -2.9603  -0.0762  -1.6124
C  -4.0101  0.4691  -0.8662
C  -4.6357  -0.2792  0.1158
C  -4.2299  -1.5832  0.3696
C  -3.2171  -2.1462  -0.3913
C  -2.5999  -1.4063  -1.3904
H  -4.3136  1.4882  -1.0593
H  -5.4443  0.1583  0.6878
H  -4.7060  -2.1663  1.1477
H  -2.9160  -3.1726  -0.2153
H  -1.8513  -1.8619  -2.0234

Here are the Löwdin charges for atoms 1 to 5, given in e: number 1, V, carries 0.114; number 2, S, carries 0.664; number 3, C, carries -0.659; number 4, C, carries -0.129; number 5, C, carries -0.108

=====

3.
C24H23N3O3 | the ωB97M-V functional and the def2-TZVPD basis

Values from the calculation:
2S+1 = 1
SMILES string = CC[C@H](NC(=O)c1ccc2nc(Cc3ccc(OC)cc3)oc2c1)c1ccncc1
LUMO level = 0.6 eV
HOMO level = -8.44 eV
Relative energy (zero: lowest compared OMol25 entry of this formula, charge and spin) = 23.4 kcal/mol

Atoms and positions in Å:
C  4.9120  1.8200  2.3405
C  5.3787  0.8218  1.2885
H  6.1137  0.1458  1.7319
H  5.8580  1.3559  0.4654
C  4.2171  -0.0147  0.7336
N  4.7516  -1.0147  -0.1743
C  4.0663  -1.8062  -1.0356
O  4.6445  -2.5339  -1.8155
C  2.5744  -1.6985  -0.9589
C  1.9027  -2.0994  0.1873
C  0.5335  -1.9305  0.1843
C  -0.1612  -1.3823  -0.9135
C  0.5208  -1.0202  -2.0660
C  1.8881  -1.1977  -2.0709
H  2.4614  -0.9341  -2.9468
H  -0.0057  -0.6162  -2.9142
N  -1.4951  -1.3253  -0.5799
C  -1.5702  -1.8026  0.6117
O  -0.3810  -2.1952  1.1533
C  -2.8007  -1.9633  1.4305
C  -3.9577  -1.2319  0.8063
C  -4.8954  -1.9046  0.0330
C  -5.9424  -1.2272  -0.5531
C  -6.0765  0.1514  -0.3844
C  -5.1393  0.8310  0.3853
C  -4.0938  0.1369  0.9694
H  -3.3719  0.6792  1.5630
H  -5.2094  1.8967  0.5362
O  -7.1460  0.7249  -1.0022
C  -7.3210  2.1161  -0.8902
H  -8.2142  2.3483  -1.4682
H  -6.4690  2.6634  -1.3061
H  -7.4760  2.4200  0.1504
H  -6.6746  -1.7428  -1.1539
H  -4.8046  -2.9707  -0.1134
H  -3.0225  -3.0312  1.5143
H  -2.5934  -1.5882  2.4368
H  2.4184  -2.5283  1.0319
H  5.7578  -1.0845  -0.2425
C  3.2140  0.8716  0.0323
C  3.5126  1.4549  -1.1937
C  2.5564  2.2520  -1.8005
N  1.3673  2.4921  -1.2765
C  1.0859  1.9462  -0.1072
C  1.9704  1.1397  0.5906
H  1.6931  0.7174  1.5447
H  0.1019  2.1650  0.2858
H  2.7487  2.7219  -2.7560
H  4.4625  1.2753  -1.6736
H  3.7166  -0.5120  1.5769
H  4.1981  2.5217  1.9155
H  5.7593  2.3816  2.7251
H  4.4359  1.3054  3.1721

Here are the Löwdin charges for atoms 1 to 5, given in e: number 1, C, carries -0.088; number 2, C, carries -0.198; number 3, H, carries 0.116; number 4, H, carries 0.116; number 5, C, carries -0.288

=====

4.
C24H23N3O4 | the ωB97M-V functional and the def2-TZVPD basis

Values from the calculation:
2S+1 = 1
SMILES string = CCOc1ccc(N2C(=O)Nc3ccccc3[C@@]2(O)C(=O)NCc2ccccc2)cc1
LUMO level = 0.6 eV
HOMO level = -8.38 eV
Relative energy (zero: lowest compared OMol25 entry of this formula, charge and spin) = 6.4 kcal/mol

Atoms and positions in Å:
C  -5.0179  -2.0256  0.0149
C  -4.3681  -3.3990  0.1640
O  -3.2270  -3.5526  -0.6549
C  -2.0538  -2.9580  -0.3076
C  -1.0230  -3.0758  -1.2438
C  0.2087  -2.5058  -1.0137
C  0.4418  -1.8121  0.1675
C  -0.5639  -1.7171  1.1148
C  -1.8091  -2.2754  0.8791
H  -2.5696  -2.1797  1.6387
H  -0.3822  -1.1943  2.0418
N  1.6962  -1.1602  0.3747
C  2.8162  -1.9382  0.4387
O  2.7886  -3.1475  0.4963
N  4.0151  -1.2547  0.4710
C  4.1568  0.0902  0.1936
C  5.4119  0.6571  -0.0139
C  5.5223  2.0075  -0.2784
C  4.3901  2.8056  -0.3405
C  3.1422  2.2469  -0.1349
C  3.0188  0.8921  0.1330
C  1.6661  0.2948  0.4151
O  1.1774  0.7384  1.6736
H  1.8493  0.5693  2.3452
C  0.6581  0.7179  -0.6873
O  0.9656  0.6838  -1.8587
N  -0.5449  1.0593  -0.2164
H  -0.6924  1.0339  0.7812
C  -1.6900  1.2823  -1.0766
C  -2.6421  2.2510  -0.4345
C  -2.8456  3.5196  -0.9581
C  -3.7174  4.4011  -0.3414
C  -4.3895  4.0244  0.8084
C  -4.1881  2.7616  1.3407
C  -3.3199  1.8813  0.7218
H  -3.1654  0.8943  1.1359
H  -4.7106  2.4631  2.2377
H  -5.0690  4.7120  1.2892
H  -3.8709  5.3851  -0.7590
H  -2.3207  3.8166  -1.8541
H  -1.3123  1.6571  -2.0305
H  -2.1940  0.3225  -1.2598
H  2.2519  2.8559  -0.1760
H  4.4806  3.8599  -0.5493
H  6.4979  2.4408  -0.4398
H  6.2900  0.0301  0.0328
H  4.8381  -1.8405  0.4624
H  0.9950  -2.5865  -1.7468
H  -1.2218  -3.6174  -2.1547
H  -5.0571  -4.1726  -0.1862
H  -4.1254  -3.6061  1.2135
H  -5.9213  -1.9793  0.6167
H  -5.2779  -1.8524  -1.0263
H  -4.3417  -1.2359  0.3329

Here are the Löwdin charges for atoms 1 to 5, given in e: number 1, C, carries -0.059; number 2, C, carries -0.244; number 3, O, carries -0.048; number 4, C, carries -0.267; number 5, C, carries 0.019